Computed, not measured: a structure of composition C9H17NOPPt at a distorted geometry, with wB97M-V/def2-TZVPD.

XYZ file:
```
30
Properties=species:S:1:pos:R:3:forces:R:3:lowdin_spin:R:1
Pt 0.7660 -1.2580 -0.2983 -3.00 -5.41 0.46 1.43
O 2.7515 -1.2187 -0.2983 0.30 2.63 -0.12 0.19
C 3.2390 0.1059 -0.2983 -0.07 0.66 -0.08 0.06
C 2.1132 1.1432 -0.2983 -0.33 -2.08 -0.01 0.23
C 2.4676 2.4939 -0.2983 -0.02 2.06 -0.02 0.22
C 1.4644 3.4605 -0.2983 0.25 0.37 -0.02 -0.02
C 0.1335 3.0628 -0.2983 1.06 1.87 0.09 0.21
C -0.1435 1.7073 -0.2983 0.20 -2.22 -0.76 0.24
N 0.8053 0.7475 -0.2983 1.59 3.28 -0.08 0.05
H 3.3842 -1.8861 -0.2983 2.33 -2.24 -0.15 0.01
H 3.8554 0.2468 -1.1919 0.19 0.37 -0.05 0.02
H 3.8554 0.2469 0.5954 0.19 0.33 0.04 0.02
H 3.5103 2.7947 -0.2983 0.05 -0.05 0.01 0.00
H 1.7204 4.5161 -0.2983 0.02 -0.08 -0.01 0.00
H -0.6698 3.7905 -0.2983 -0.06 0.00 0.00 0.01
H -1.1665 1.3430 -0.2983 0.79 0.66 -1.05 0.01
C -3.4399 -1.1821 -0.6563 -0.19 0.27 -0.94 0.13
P -1.6426 -1.2580 -0.2983 -4.08 -0.60 1.27 0.56
C -1.5548 -2.8817 0.5504 0.92 -0.77 -0.86 0.19
C -1.5584 -0.1361 1.1503 0.28 0.55 0.46 0.09
H -4.0407 -1.3781 0.2368 0.31 -0.03 0.17 0.02
H -3.7082 -1.9222 -1.4160 0.11 0.07 0.02 0.00
H -3.7105 -0.1933 -1.0382 0.03 -0.09 -0.02 0.00
H -2.2884 -2.9579 1.3585 -0.15 0.58 0.14 0.04
H -0.5597 -3.0339 0.9786 -0.21 -0.39 0.42 0.04
H -1.7445 -3.6926 -0.1590 0.09 0.11 -0.06 0.00
H -2.2917 -0.4057 1.9162 -0.07 -0.31 -0.22 0.02
H -1.7505 0.8963 0.8437 -0.76 -0.80 1.20 0.01
H -0.5634 -0.1738 1.6035 -0.34 0.11 0.35 0.01
H 0.7660 -2.9758 -0.2983 0.57 1.16 -0.20 0.22
```
Positions in Å, forces in eV/Å.

2S+1: 5
E_tot, a.u.: -942.32564
HOMO (alpha / beta), eV: -18.405 / -21.946
LUMO energy (alpha / beta), Ha: -0.4455 / -0.6016
Gap between HOMO and LUMO (alpha / beta), eV: 6.28 / 5.58
Net charge: +3

Computed, not measured: a cluster of 2 separate species, C9H18BFO4S in total, with wB97M-V/def2-TZVPD.

XYZ file:
```
34
Properties=species:S:1:pos:R:3:forces:R:3:mulliken_charge:R:1
O -3.9705 0.9198 0.1785 0.05 0.00 0.09 -0.56
C -3.7673 0.5271 -0.9321 0.01 -0.04 -0.05 0.46
O -4.4702 -0.5358 -1.4081 -0.15 0.15 0.00 -0.48
C -2.6943 1.0847 -1.8429 -0.04 0.01 0.16 -0.54
C -1.3177 0.5411 -1.4023 -0.26 -0.42 -0.13 -0.34
B -0.2473 0.0686 -2.4562 -0.08 0.19 -0.16 0.42
S -0.2703 0.5832 -4.2149 0.08 -0.49 0.09 -0.33
C 0.9231 -0.8108 -1.9090 0.42 0.54 -0.02 -0.25
C 2.1693 -1.0206 -2.7496 -0.16 -0.29 -0.04 -0.50
F 3.1037 -0.0267 -2.4509 0.03 0.13 -0.08 -0.32
H -4.3736 -0.5964 -2.3643 0.15 -0.11 0.00 0.33
H -2.9108 0.8350 -2.8837 -0.02 0.06 0.01 0.26
H -2.7352 2.1672 -1.7317 0.04 0.00 -0.16 0.18
H -1.4573 -0.3041 -0.7165 0.05 0.09 0.07 0.26
H -0.7985 1.2955 -0.8001 0.00 -0.04 0.01 0.28
H -1.5982 0.5565 -4.3778 -0.04 0.39 0.07 0.06
H 1.2506 -0.3340 -0.9765 0.00 -0.24 0.09 0.13
H 0.5120 -1.7682 -1.5725 -0.07 0.04 -0.05 0.38
H 1.9740 -0.9702 -3.8233 0.02 0.03 0.01 0.28
H 2.6419 -1.9804 -2.5366 0.06 0.04 0.07 0.26
C 2.5060 1.1825 3.3114 0.03 -0.07 -0.03 -1.03
C 1.1898 1.1771 2.5648 0.04 0.04 0.04 -0.46
O 1.1084 0.0980 1.6235 -0.11 0.01 -0.02 -0.31
C 0.7110 -1.1472 1.9646 0.06 0.02 -0.06 0.89
C 0.5304 -1.5074 3.4185 -0.12 0.05 0.00 -1.24
O 0.5562 -1.9489 1.0835 -0.04 -0.04 0.10 -0.52
H 2.6263 0.2871 3.9214 -0.02 0.02 0.02 0.28
H 2.5599 2.0521 3.9671 0.00 0.01 -0.01 0.38
H 3.3363 1.2257 2.6070 0.00 0.02 0.00 0.31
H 0.3333 1.1599 3.2391 -0.01 -0.02 -0.01 0.38
H 1.0974 2.0725 1.9523 0.00 -0.01 -0.01 0.34
H 1.4579 -1.9593 3.7715 0.00 0.00 0.00 0.30
H -0.2585 -2.2519 3.4804 0.04 -0.05 -0.02 0.33
H 0.2820 -0.6717 4.0655 0.04 0.01 0.01 0.37
```
Positions in Å, forces in eV/Å.

Structure (SMILES): O=C(O)CCB(S)CCF.CCOC(C)=O
E_tot, a.u.: -1177.63215
HOMO, eV: -9.867
LUMO energy, Ha: 0.0091
Gap between HOMO and LUMO, eV: 10.12

Computed, not measured: the ion C9H18BIN2O2PS with charge +1 at a distorted geometry, with wB97M-V/def2-TZVPD.

XYZ file:
```
35
Properties=species:S:1:pos:R:3:forces:R:3:mulliken_charge:R:1
C -3.2331 -2.3448 1.7106 0.34 -0.13 -0.24 -0.67
C -1.8754 -2.4790 1.5438 -0.69 -0.02 0.21 -0.80
C -1.2146 -1.6680 0.4719 -0.40 -1.25 -1.20 0.46
C 0.2635 -1.9894 0.3054 -0.40 -0.44 -0.31 -1.09
N 0.7941 -1.0331 -0.7264 0.20 -0.79 0.35 0.13
C 0.8670 0.3853 -0.2253 0.45 1.22 0.29 0.02
C 2.2413 0.6632 0.4071 0.02 -0.59 0.19 -0.62
C 3.4055 0.2734 -0.4893 0.45 -0.28 0.36 -0.31
O 3.9550 -0.7708 -0.3061 -0.21 -0.07 -0.22 -0.43
I 4.0946 1.4940 -2.0942 -0.14 0.03 0.08 0.10
B 0.5506 1.4711 -1.3696 -0.12 -0.15 -0.72 0.52
C -0.3603 1.1724 -2.6135 0.23 -0.31 0.26 -1.00
O 1.1382 2.6886 -1.2261 -0.81 -0.09 0.93 -0.66
C -0.1993 0.5202 0.9316 -0.21 0.54 -1.15 -1.15
P -0.7344 2.2691 1.3160 -0.36 -0.31 2.26 0.24
S -1.5906 2.3268 3.0498 -0.10 0.02 -0.33 -0.35
N -1.4220 -0.2103 0.6555 0.55 -0.18 -0.14 -0.23
H -3.6885 -1.8772 2.5783 -0.09 -1.78 0.96 0.28
H -3.9249 -2.6585 0.9284 0.08 1.79 -0.85 0.28
H -1.3120 -3.1986 2.1343 0.54 1.39 1.27 0.38
H -1.6992 -1.9284 -0.4868 -0.02 0.10 -0.04 0.42
H 0.8507 -1.9429 1.2173 0.07 0.27 0.02 0.38
H 0.3719 -2.9905 -0.1058 0.05 -0.07 0.03 0.49
H 0.1634 -1.1262 -1.5242 0.01 0.33 -0.10 0.41
H 1.6988 -1.3964 -1.0432 0.17 0.35 0.02 0.50
H 2.3409 0.0174 1.2832 0.18 -0.08 0.01 0.42
H 2.3056 1.6778 0.7884 -0.08 0.24 -0.40 0.62
H -1.2965 0.6537 -2.3972 -0.14 0.09 -0.07 0.31
H 0.2094 0.4931 -3.2628 0.03 -0.04 -0.05 0.32
H -0.5356 2.0547 -3.2237 -0.23 0.05 0.01 0.42
H 0.5378 3.3758 -1.5426 0.49 0.24 -0.48 0.33
H 0.2423 0.2035 1.8759 -0.06 -0.07 0.11 0.72
H 0.4509 3.0131 1.3768 0.02 0.06 -0.79 0.07
H -1.5462 2.6887 0.2415 0.45 -0.05 -0.36 0.09
H -1.8490 0.1721 -0.1789 -0.27 -0.03 0.10 0.37
```
Positions in Å, forces in eV/Å.

Energy above the lowest of the compared OMol25 structures with the same formula, charge and spin, kJ/mol: 56.8
Structure (SMILES): C=C[C@@H]1C[NH2+][C@@](CC(=O)I)(B(C)O)[C@@H]([PH2]=S)N1
E_tot, a.u.: -1675.48981
HOMO, eV: -11.348
LUMO energy, Ha: -0.1220
Gap between HOMO and LUMO, eV: 8.03
Net charge: +1

Computed, not measured: a structure of composition C9H18BiN2S3, with wB97M-V/def2-TZVPD.

XYZ file:
```
33
Properties=species:S:1:pos:R:3:forces:R:3:mulliken_charge:R:1
Bi 0.3296 1.1523 1.0666 0.02 -0.04 0.03 1.03
C -3.1139 2.0867 1.0396 -0.02 -0.01 0.03 -0.75
C -3.2062 0.6920 0.4400 0.02 0.01 0.00 -0.52
S -1.7594 -0.4003 0.7329 -0.10 0.00 -0.02 0.05
C -1.3388 -1.0150 -0.9348 0.04 -0.02 0.02 -0.73
C -1.0228 0.0303 -1.9875 -0.01 0.01 0.01 -0.51
S 0.3260 1.2038 -1.5586 -0.02 0.03 -0.04 0.01
C -0.4054 2.8463 -1.9111 0.04 -0.01 0.00 -0.79
C -1.7345 3.1699 -1.2487 -0.02 -0.01 -0.01 -0.50
S -1.6725 3.0911 0.5734 0.00 -0.02 -0.03 -0.09
H -3.0888 2.0615 2.1313 0.01 0.01 0.00 0.44
H -4.0129 2.6444 0.7674 0.01 0.01 0.00 0.46
H -3.3830 0.7116 -0.6340 0.02 -0.01 0.00 0.39
H -4.0443 0.1650 0.9017 0.01 -0.01 0.00 0.50
H -2.1978 -1.6105 -1.2561 0.00 0.00 0.01 0.54
H -0.5079 -1.6974 -0.7636 -0.01 -0.01 0.00 0.36
H -1.8914 0.6249 -2.2624 0.02 0.02 0.00 0.41
H -0.6752 -0.4804 -2.8887 0.00 0.00 0.00 0.52
H -0.5003 2.8878 -2.9995 0.00 -0.01 0.00 0.47
H 0.3811 3.5540 -1.6394 0.00 0.00 0.00 0.48
H -2.5442 2.5380 -1.6086 -0.01 0.00 0.03 0.35
H -1.9959 4.1972 -1.5116 0.01 0.00 0.02 0.49
C 4.4813 -2.4018 0.5544 0.03 -0.02 -0.04 -0.83
N 3.2124 -2.3914 1.3283 0.10 0.02 -0.07 -0.02
C 3.1122 -3.3148 2.4877 -0.04 -0.04 0.05 -0.84
C 2.2659 -1.6020 1.0299 -0.09 0.06 0.18 0.51
N 1.3553 -0.9039 0.7512 0.00 0.02 -0.15 -0.45
H 4.6470 -3.4120 0.1865 -0.01 0.00 0.01 0.33
H 5.2915 -2.1068 1.2179 -0.01 0.00 0.00 0.34
H 4.4110 -1.7125 -0.2823 0.00 0.01 0.01 0.34
H 3.2459 -4.3312 2.1239 -0.01 0.00 0.00 0.33
H 2.1379 -3.2138 2.9574 0.00 -0.01 0.00 0.35
H 3.8979 -3.0631 3.1969 0.00 0.00 -0.01 0.34
```
Positions in Å, forces in eV/Å.

E_tot, a.u.: -1871.35063
HOMO, eV: -19.277
LUMO energy, Ha: -0.4376
Gap between HOMO and LUMO, eV: 7.37
Net charge: +3

Computed, not measured: a structure of composition C9H18BrClMgO7 at a distorted geometry, with wB97M-V/def2-TZVPD.

XYZ file:
```
37
Properties=species:S:1:pos:R:3:forces:R:3:mulliken_charge:R:1
Mg 0.4475 0.9161 -0.6545 0.06 0.95 -0.54 0.89
Cl 0.9277 1.7386 -2.7904 -0.05 -0.13 -0.11 -0.70
Br -0.3009 2.7582 0.8518 0.04 0.02 0.12 -0.74
C 3.3691 -0.7995 1.9374 -0.91 0.53 0.93 -0.56
O 4.1676 -0.0345 1.0681 1.02 0.14 -0.55 -0.35
C 3.6216 0.5635 0.0154 -0.92 -0.31 0.44 0.81
O 2.4191 0.5550 -0.2087 0.57 -0.03 0.17 -0.52
O 4.5441 1.1277 -0.7005 0.57 0.36 0.22 -0.35
C 4.1271 2.0656 -1.7232 -0.19 -0.64 -0.51 -0.64
H 2.6741 -1.4319 1.3955 0.06 -0.21 -0.02 0.23
H 2.8086 -0.1282 2.5976 -0.25 0.07 -0.33 0.22
H 4.0069 -1.3311 2.6384 0.32 -0.30 -0.55 0.29
H 3.5044 2.8412 -1.2881 -0.07 -0.03 -0.07 0.33
H 3.5944 1.4981 -2.4864 -0.24 0.34 0.12 0.30
H 5.0318 2.4637 -2.1692 0.14 0.05 0.31 0.22
C -2.0400 -3.3170 1.1289 -0.66 0.08 0.62 -0.74
O -1.0830 -2.4610 0.5156 0.17 0.08 -0.38 -0.28
C -0.6659 -1.3594 1.1227 -1.28 -1.07 -0.11 0.90
O 0.0299 -0.5826 0.5429 1.22 0.18 0.09 0.01
O -1.1333 -1.2447 2.3325 -0.05 0.07 0.83 -0.38
C -0.6896 -0.1252 3.1227 -0.01 0.22 0.33 -0.43
H -2.5902 -2.8093 1.9214 0.15 0.01 -0.08 0.34
H -1.5460 -4.1793 1.5688 0.04 -0.12 -0.21 0.29
H -2.7728 -3.5880 0.3744 0.27 -0.24 -0.19 0.28
H -0.9250 -0.3550 4.1591 -0.02 -0.28 -0.09 0.25
H -1.2303 0.7765 2.8454 0.29 0.03 -0.30 0.24
H 0.3850 -0.0239 3.0053 -0.04 0.31 -0.08 0.10
C -3.7912 0.7159 -1.0354 -0.49 0.03 0.51 -1.11
C -2.5378 0.6036 -1.8428 -0.56 -0.35 -1.04 0.68
O -1.4671 0.4254 -1.3139 0.02 -0.06 0.45 -0.42
C -2.6105 0.5934 -3.3627 -0.61 0.65 0.71 -1.05
H -4.6402 0.1974 -1.4831 0.19 -0.09 -0.22 0.40
H -4.1217 1.7518 -0.9228 0.28 0.11 -0.12 0.30
H -3.6356 0.3182 -0.0326 0.13 0.10 -0.02 0.23
H -2.1833 1.5376 -3.7067 0.65 -0.32 -0.10 0.29
H -3.6266 0.6193 -3.7576 -0.07 -0.40 0.23 0.38
H -2.0678 -0.2962 -3.6652 0.21 0.24 -0.46 0.28
```
Positions in Å, forces in eV/Å.

Energy above the lowest of the compared OMol25 structures with the same formula, charge and spin, kJ/mol: 32.3
E_tot, a.u.: -4114.91077
HOMO, eV: -8.234
LUMO energy, Ha: 0.0097
Gap between HOMO and LUMO, eV: 8.50

Computed, not measured: a cluster of 3 separate species, C9H18Cl2O6 in total at a distorted geometry, with wB97M-V/def2-TZVPD.

XYZ file:
```
35
Properties=species:S:1:pos:R:3:forces:R:3:mulliken_charge:R:1
C -2.6737 3.8610 -0.4581 -0.69 -1.34 1.04 -1.19
C -2.4592 2.3432 -0.5663 1.86 0.18 -0.68 -0.06
O -3.5174 1.5001 -0.1986 -2.17 -0.83 2.16 -0.33
C -3.6511 1.0308 1.0819 0.85 -0.72 2.31 0.79
O -2.7411 0.8501 1.9362 -3.04 0.99 -3.13 -0.58
O -5.0031 0.7143 1.3167 3.13 0.60 -1.16 -0.32
C -5.4475 0.5051 2.6759 -0.94 0.43 -1.18 -0.63
H -3.7227 4.0509 -0.6851 0.11 0.39 -0.23 0.30
H -1.9833 4.4031 -1.1043 -0.15 -0.08 0.09 0.37
H -2.5047 4.0849 0.5952 -0.01 0.60 -0.08 0.30
H -1.5918 2.0321 0.0159 0.21 0.11 -0.16 0.26
H -2.2905 2.1031 -1.6160 0.10 -0.18 0.04 0.27
H -6.2036 1.2884 2.7286 0.32 0.36 0.94 0.26
H -4.6512 0.5303 3.4197 -0.21 -0.06 -0.21 0.32
H -6.0821 -0.3807 2.6467 0.68 -0.47 0.29 0.24
C 5.3086 -3.2779 0.0103 0.52 0.30 -0.40 -1.23
C 4.7640 -1.8559 -0.3775 1.03 -1.59 1.26 -0.11
O 3.5914 -2.0270 -1.1343 -0.22 -0.82 0.13 -0.26
C 3.1312 -1.0341 -1.8704 4.79 3.77 0.52 0.81
O 3.7654 0.0239 -2.0809 -1.74 -2.10 0.45 -0.64
O 2.0136 -1.3725 -2.3274 -3.79 -0.72 -1.44 -0.27
C 1.1216 -0.4440 -2.9391 -0.65 0.83 -0.24 -0.77
H 6.3198 -3.1973 0.4090 -0.03 0.43 0.37 0.39
H 5.4867 -3.9970 -0.7893 -0.49 0.36 -0.57 0.34
H 4.7193 -3.8181 0.7513 -0.28 0.39 0.01 0.30
H 5.5177 -1.2286 -0.8534 -0.22 -0.17 -0.30 0.33
H 4.5079 -1.4124 0.5847 -0.15 0.42 -0.13 0.14
H 1.3548 -0.1920 -3.9736 0.30 -0.57 -0.04 0.36
H 1.0250 0.5292 -2.4577 0.67 -0.16 0.59 0.34
H 0.1202 -0.8666 -2.8573 0.27 -0.37 -0.24 0.27
Cl 1.9248 -0.3836 1.8685 -0.05 -0.22 -0.27 -0.17
C 0.2698 -1.0114 1.7352 -0.04 0.07 -0.31 -0.32
Cl -0.4029 -0.8281 0.0282 0.42 -0.05 1.60 -0.11
H 0.2512 -2.0723 1.9847 0.14 0.19 -0.31 0.35
H -0.2669 -0.4509 2.5007 -0.54 0.03 -0.73 0.25
```
Positions in Å, forces in eV/Å.

Energy above the lowest of the compared OMol25 structures with the same formula, charge and spin, kJ/mol: 24.9
Structure (SMILES): CCOC(=O)OC.CCOC(=O)OC.ClCCl
E_tot, a.u.: -1725.51374
HOMO, eV: -10.271
LUMO energy, Ha: 0.0255
Gap between HOMO and LUMO, eV: 10.96